97
Properties=species:S:1:pos:R:3 method="wB97M-V/def2-TZVPD" e_lumo_ha=0.01338 homo_ev=-7.3 orbital_gap_ha=0.2816 de_lowest_kj_mol=19.0 mol_weight_da=935.97 e_tot_ha=-4963.4895
Ir 1.0275 1.5920 -1.1594
Br -1.4019 2.3524 -1.0398
P -0.4066 -1.2346 -2.0355
O 1.0095 2.1972 0.7700
N 1.8049 3.4955 -1.2969
N 0.7253 -0.1758 -1.8379
N 2.9827 1.1911 -0.8970
C 3.1578 3.5058 -1.0496
C -4.4397 -0.4046 -1.7547
C 2.5184 1.7015 2.9472
C 3.4913 -0.1191 -0.5299
C 4.6846 -1.5472 -3.8415
C 1.1870 1.5880 3.7002
C -2.3275 0.0819 -3.4839
C -0.1594 -3.6278 -0.5629
C -2.5515 1.6670 1.4618
C -0.0706 -2.2751 -3.4681
C -0.4799 -2.2748 -0.5543
C -4.6323 0.3798 -2.8805
C -3.7994 0.9913 3.5905
C -3.6191 -0.3580 4.2998
C 4.3617 -0.6390 -2.8415
C 3.3941 -2.4086 -1.5494
C 1.4076 4.7593 -1.4106
C -0.7420 -1.6377 0.6608
C 1.1166 2.7487 4.7040
C -0.1153 -4.3411 0.6294
C 2.5057 5.6264 -1.2558
C 3.7269 -3.3201 -2.5396
C 1.2314 0.2547 4.4665
C 3.7352 2.2469 -0.8162
C -0.3878 -3.7061 1.8314
C -3.5747 0.6161 -3.7530
C -5.0211 0.8847 2.6768
C 4.3808 -2.8924 -3.6868
C -4.0626 2.0841 4.6357
C -1.3579 1.9632 0.8370
C -1.2939 1.3570 3.4434
C -2.5363 1.3402 2.8076
C -2.1216 -0.6961 -2.3428
C 0.4383 -3.7716 -5.7452
C 3.7232 -1.0647 -1.6842
C 3.6191 4.8294 -1.0195
C 1.3356 -2.7941 -5.3439
C -0.9790 -3.2503 -3.8788
C -3.1876 -0.9478 -1.4877
C -0.7009 -2.3515 1.8471
C -0.7191 -4.0048 -5.0102
C -0.0969 1.9522 1.4436
C -0.0797 1.6338 2.8261
C 1.0869 -2.0469 -4.1999
H 4.7847 2.1359 -0.5545
H 4.6343 5.1517 -0.8499
H 2.8671 -2.7392 -0.6607
H 2.6259 0.9149 2.2003
H 3.4646 -4.3643 -2.4217
H 0.3894 0.1286 5.1476
H -1.4965 0.2808 -4.1527
H -5.2645 -0.5984 -1.0803
H -4.1607 3.0597 4.1567
H 5.1835 -1.2035 -4.7391
H -4.8601 0.1560 1.8787
H -3.7251 1.2215 -4.6376
H 2.4729 6.7022 -1.3113
H 2.7904 -0.5720 0.1734
H 1.2357 -0.5870 3.7700
H -0.9063 -1.8441 2.7818
H -4.5222 -0.6125 4.8591
H -1.2718 1.1266 4.5014
H 1.0877 3.7058 4.1802
H -3.4306 -1.1528 3.5744
H -3.0461 -1.5565 -0.6036
H 4.6421 -3.6027 -4.4611
H 0.2282 2.6805 5.3347
H -5.2704 1.8454 2.2218
H 0.1366 -5.3938 0.6166
H 1.9962 2.7397 5.3522
H 0.3744 5.0099 -1.5973
H -3.2452 2.1450 5.3564
H -5.8856 0.5603 3.2584
H -0.3519 -4.2643 2.7584
H 2.1447 0.2058 5.0630
H -2.7873 -0.3397 5.0052
H -3.4648 1.6751 0.8828
H -0.9650 -0.5789 0.6842
H 4.4403 0.0250 -0.0010
H 1.7804 -1.2863 -3.8626
H -4.9834 1.8745 5.1854
H 4.6034 0.4103 -2.9664
H -1.4210 -4.7650 -5.3275
H 0.6358 -4.3540 -6.6363
H 2.6263 2.6582 2.4418
H 2.2355 -2.6125 -5.9163
H -1.8943 -3.4104 -3.3192
H -5.6072 0.8034 -3.0853
H 0.0661 -4.1261 -1.4981
H 3.3264 1.5969 3.6764